Record 1
Molecular formula: H4NPS
Method: DFT, the ωB97M-V functional and the def2-TZVPD basis

Each atom is followed by the atoms it is bonded to, with distances in Å.
Atoms and positions in Å:
1 N -0.94882 0.82783 -1.65123  H4 1.023, H5 0.996, H6 1.049
2 P 1.05188 -0.24104 1.33153  S3 2.003
3 S 1.76306 -1.52757 2.69200  P2 2.003, H7 1.321
4 H -0.66918 1.71291 -1.22218  N1 1.023
5 H -0.24429 0.52476 -2.28741  N1 0.996
6 H -1.81317 0.90940 -2.24068  N1 1.049
7 H 0.86052 -2.20629 3.37797  S3 1.321

Electronic energy (a.u.): -796.61605
Frontier orbital gap (spin up / spin down) (eV): 6.767 / 6.772

Record 2
Molecular formula: H4NPS2
Method: DFT, the ωB97M-V functional and the def2-TZVPD basis

Each atom is followed by the atoms it is bonded to, with distances in Å.
Atoms and positions in Å:
1 N 0.89911 -1.01821 0.45589  P2 1.677, H5 0.974, H6 1.088
2 P 0.05457 0.42909 0.52667  N1 1.677, S3 2.254, S4 2.208
3 S 0.36947 1.32868 -1.51585  P2 2.254, H7 1.352
4 S -1.79406 -0.77214 0.41198  P2 2.208, H8 1.397
5 H 1.80201 -0.80975 0.75565  N1 0.974
6 H 0.53489 -1.74763 -0.26494  N1 1.088
7 H 0.91923 2.38123 -0.87046  S3 1.352
8 H -2.78522 0.20872 0.50105  S4 1.397

Electronic energy (a.u.): -1194.88880
Frontier orbital gap (eV): 9.441

Values of energy relative to the best compared isomer or geometry (same formula, charge and spin), in order: 191.3; 26.3, all in kJ/mol.